# 1
Formula: C8H9ClNO3P
Source: the Open Molecules 2025 dataset
Level of theory: ωB97M-V/def2-TZVPD

Calculated values
Structure (SMILES)   O=[N+]([O-])P(O)Cl.C=Cc1ccccc1
Largest force on an atom   4.45 eV Å⁻¹
ΔE to the lowest compared entry with this formula, charge and spin   172.4 kJ/mol
Frontier orbital gap   8.18 eV

The geometry in ORCA input format:
```
! wB97M-V def2-TZVPD RIJCOSX def2/J DEFGRID3
* xyz 0 1
H -0.9339 2.3800 1.9516
O -1.7155 -0.8010 -1.7319
C -0.2315 2.2039 -0.1831
Cl -4.3327 0.3960 -0.1666
H -0.3055 0.3132 1.5707
P -2.6085 -0.1481 0.5689
O -2.4901 -2.4283 -0.5629
H 0.9430 1.1205 -2.3991
C 1.2417 -1.7829 -0.6982
O -3.2380 -1.2721 1.6874
C -0.6282 2.7380 1.0146
N -2.1781 -1.2800 -0.7130
C 0.6449 -1.3706 0.5111
H 1.7198 -1.0735 -2.6844
H -0.0769 2.8444 -1.1091
H -0.8241 3.8937 1.0931
C 0.7300 0.3734 -1.6320
H 0.5539 -2.0680 1.2606
C 0.2490 0.8662 -0.3972
H -3.8628 -1.9046 1.3250
C 1.1903 -0.8875 -1.7412
C 0.1993 -0.1136 0.6879
H 1.7186 -2.7162 -0.8384
*
```

# 2
Formula: C8H9FI2O4STiV
Source: the Open Molecules 2025 dataset
Level of theory: ωB97M-V/def2-TZVPD

Calculated values
Expectation value of S²   3.95
Largest force on an atom   12.58 eV Å⁻¹
Frontier orbital gap (alpha / beta)   4.92 / 5.16 eV

The geometry in ORCA input format:
```
! wB97M-V def2-TZVPD RIJCOSX def2/J DEFGRID3
* xyz 4 4
H 1.8096 -1.4693 -1.5994
C 0.3098 0.0633 -1.8828
V -0.3118 2.0403 1.3749
O -1.7884 1.1842 3.8494
C -1.1446 0.2255 -2.2589
H 2.2501 0.9636 -2.1788
H 1.2456 0.8962 -3.6576
H -1.7742 -0.4937 -1.7177
C -0.2935 -1.3393 1.0229
C -1.5938 -1.3439 3.4149
H -1.5300 1.2290 -2.0336
O -0.9844 -2.0595 0.3744
H -1.2748 0.0415 -3.3491
I 2.9326 -2.3620 1.8529
H 0.1595 -2.0515 -1.4513
O -1.9675 -1.9721 4.2844
O -2.7764 2.9796 -0.0331
H 0.9074 2.0886 -2.3855
Ti 1.1456 -0.5612 2.6255
C 0.7991 -1.3631 -2.0051
S 0.6582 0.4213 0.2808
F 0.6122 -1.0494 4.3080
H 0.8176 -1.6978 -3.0555
I 3.5016 0.4783 3.3504
C -1.1394 1.4833 2.9193
C 1.2292 1.0561 -2.5644
C -1.7994 2.6120 0.5149
*
```

Repeat the first record exactly.
Formula: C8H9ClNO3P
Source: the Open Molecules 2025 dataset
Level of theory: ωB97M-V/def2-TZVPD

Calculated values
Structure (SMILES)   O=[N+]([O-])P(O)Cl.C=Cc1ccccc1
Largest force on an atom   4.45 eV Å⁻¹
ΔE to the lowest compared entry with this formula, charge and spin   172.4 kJ/mol
Frontier orbital gap   8.18 eV

The geometry in ORCA input format:
```
! wB97M-V def2-TZVPD RIJCOSX def2/J DEFGRID3
* xyz 0 1
H -0.9339 2.3800 1.9516
O -1.7155 -0.8010 -1.7319
C -0.2315 2.2039 -0.1831
Cl -4.3327 0.3960 -0.1666
H -0.3055 0.3132 1.5707
P -2.6085 -0.1481 0.5689
O -2.4901 -2.4283 -0.5629
H 0.9430 1.1205 -2.3991
C 1.2417 -1.7829 -0.6982
O -3.2380 -1.2721 1.6874
C -0.6282 2.7380 1.0146
N -2.1781 -1.2800 -0.7130
C 0.6449 -1.3706 0.5111
H 1.7198 -1.0735 -2.6844
H -0.0769 2.8444 -1.1091
H -0.8241 3.8937 1.0931
C 0.7300 0.3734 -1.6320
H 0.5539 -2.0680 1.2606
C 0.2490 0.8662 -0.3972
H -3.8628 -1.9046 1.3250
C 1.1903 -0.8875 -1.7412
C 0.1993 -0.1136 0.6879
H 1.7186 -2.7162 -0.8384
*
```

Question: Which formula does entry 1 have?
Answer: C8H9ClNO3P

Question: Which of these has the highest largest force on an atom?
Answer: C8H9FI2O4STiV